1 | C32H24KN3O6PS2 as an isolated structure. Source: the Open Molecules 2025 dataset; level of theory: ωB97M-V/def2-TZVPD.

Summary:
gap between HOMO and LUMO	5.0	eV
M	680.76	g/mol
highest occupied orbital energy	-3.2	eV
multiplicity	1
net charge	-1

CARTESIAN COORDINATES (ANGSTROEM)
K: 1.2531 0.9131 0.0855
C: 1.1005 -1.0293 3.5928
C: 1.4184 0.4116 3.8254
N: 1.6893 1.2601 2.8841
C: 2.0037 2.5098 3.3875
C: 1.9467 2.5991 4.7423
S: 1.5002 1.0851 5.4125
C: 2.4183 3.5588 2.4339
C: 2.9859 4.7545 2.7376
S: 3.4133 5.5746 1.2963
C: 2.8030 4.2520 0.3633
N: 2.3070 3.2964 1.0846
C: 2.8547 4.2592 -1.1284
H: 0.7166 -1.1665 2.5824
H: 0.3644 -1.3985 4.3058
H: 2.0051 -1.6323 3.6851
H: 2.1377 3.4516 5.3723
H: 3.2073 5.1597 3.7107
H: 3.6768 4.8811 -1.4796
H: 1.9194 4.6533 -1.5317
H: 2.9942 3.2445 -1.5140
O: -0.3419 2.8593 -1.6694
N: -1.1858 1.7982 -1.3858
C: -2.1888 2.1641 -0.6994
C: -3.2258 1.2234 -0.2384
C: -4.4679 1.7954 0.0453
C: -5.5334 1.0223 0.4706
C: -5.3613 -0.3445 0.6255
C: -4.1280 -0.9205 0.3663
C: -3.0378 -0.1644 -0.0616
P: -1.3570 -0.8765 -0.3380
C: -1.4158 -2.4956 0.5119
C: -1.8434 -2.5958 1.8376
C: -1.7090 -3.7836 2.5399
C: -1.1177 -4.8844 1.9344
C: -0.6604 -4.7855 0.6287
C: -0.8079 -3.6020 -0.0801
C: -1.4999 -1.3523 -2.1098
C: -0.4170 -1.1757 -2.9683
C: -0.5272 -1.5366 -4.3054
C: -1.7065 -2.0723 -4.7976
C: -2.7882 -2.2537 -3.9467
C: -2.6829 -1.8943 -2.6121
H: 0.3742 2.4572 -2.1958
H: -2.3155 3.2204 -0.4584
H: -4.5888 2.8648 -0.0809
H: -6.4911 1.4818 0.6791
H: -6.1888 -0.9620 0.9522
H: -3.9994 -1.9870 0.5015
H: -2.2860 -1.7341 2.3265
H: -2.0570 -3.8495 3.5639
H: -1.0009 -5.8099 2.4843
H: -0.1716 -5.6299 0.1600
H: -0.4174 -3.5254 -1.0866
H: 0.5220 -0.7908 -2.5979
H: 0.3265 -1.3935 -4.9557
H: -1.7868 -2.3517 -5.8413
H: -3.7127 -2.6744 -4.3234
H: -3.5334 -2.0360 -1.9564
O: 6.5253 -0.7690 -1.8150
C: 5.3249 -0.5935 -1.7593
C: 4.3064 -1.5762 -1.2351
O: 4.5552 -2.6809 -0.7807
C: 2.9875 -0.9269 -1.3492
C: 3.1507 0.3656 -1.9788
O: 2.2177 1.2011 -2.2430
C: 4.5762 0.6465 -2.1541
O: 5.0729 1.7038 -2.5314
O: 1.8975 -1.4136 -0.9208



2 | C32H24KN3O6PS2 as an isolated structure. Source: the Open Molecules 2025 dataset; level of theory: ωB97M-V/def2-TZVPD.

Summary:
gap between HOMO and LUMO	5.4	eV
M	680.76	g/mol
highest occupied orbital energy	-3.5	eV
multiplicity	1
net charge	-1

CARTESIAN COORDINATES (ANGSTROEM)
K: -0.4122 1.0836 -0.8852
C: -3.8800 0.6984 1.3953
C: -4.1716 1.0973 -0.0141
N: -3.2524 1.2512 -0.9138
C: -3.7771 1.7188 -2.1030
C: -5.1230 1.8966 -2.0990
S: -5.7614 1.4761 -0.5642
C: -2.8676 2.0120 -3.2217
C: -2.9898 3.0546 -4.0820
S: -1.6971 3.0364 -5.1985
C: -1.0611 1.6206 -4.4406
N: -1.7671 1.2030 -3.4257
C: 0.1939 0.9742 -4.9155
H: -3.0111 0.0421 1.4114
H: -4.7240 0.1880 1.8576
H: -3.6405 1.5805 1.9914
H: -5.7422 2.2222 -2.9175
H: -3.7254 3.8413 -4.0696
H: 0.1714 0.8283 -5.9961
H: 0.3066 0.0139 -4.4167
H: 1.0601 1.6006 -4.6775
O: 1.9213 -0.5979 -2.4958
N: 1.5371 -1.2213 -1.3566
C: 1.5980 -2.4888 -1.4413
C: 1.2541 -3.4070 -0.3516
C: 1.5088 -4.7555 -0.6180
C: 1.2711 -5.7456 0.3181
C: 0.7709 -5.3908 1.5594
C: 0.5118 -4.0579 1.8374
C: 0.7351 -3.0450 0.9055
P: 0.3365 -1.2877 1.2946
C: -0.4041 -1.4503 2.9704
C: -1.7208 -1.9100 3.0470
C: -2.3805 -1.9939 4.2624
C: -1.7390 -1.5932 5.4283
C: -0.4394 -1.1163 5.3637
C: 0.2254 -1.0485 4.1449
C: 1.9962 -0.6097 1.6696
C: 2.2038 0.7570 1.4841
C: 3.4492 1.3158 1.7272
C: 4.4964 0.5163 2.1630
C: 4.2985 -0.8436 2.3549
C: 3.0533 -1.4042 2.1068
H: 2.0115 0.3919 -2.2641
H: 1.9559 -2.9331 -2.3707
H: 1.9081 -5.0196 -1.5901
H: 1.4804 -6.7807 0.0806
H: 0.5847 -6.1439 2.3146
H: 0.1269 -3.8002 2.8146
H: -2.2334 -2.2121 2.1387
H: -3.3983 -2.3622 4.2987
H: -2.2545 -1.6455 6.3789
H: 0.0650 -0.7936 6.2661
H: 1.2386 -0.6704 4.1078
H: 1.4240 1.4175 1.1170
H: 3.5937 2.3730 1.5482
H: 5.4715 0.9515 2.3452
H: 5.1145 -1.4725 2.6890
H: 2.9064 -2.4704 2.2413
O: 0.9807 5.9544 -3.7972
C: 1.0760 5.0678 -2.9734
C: 0.5550 5.0996 -1.5552
O: -0.0354 6.0228 -1.0257
C: 0.8482 3.7696 -0.9676
C: 1.5831 2.9924 -1.9312
O: 1.9824 1.7982 -1.7004
C: 1.7188 3.7265 -3.1784
O: 2.2147 3.3213 -4.2319
O: 0.4692 3.3562 0.1564



The structure with the most favorable energy is 2; the runner-up is 47.7 kJ/mol above it.



1 | CH3O3S2 as an isolated structure. Source: the Open Molecules 2025 dataset; level of theory: ωB97M-V/def2-TZVPD.

Summary:
gap between HOMO and LUMO	7.3	eV
M	127.17	g/mol
highest occupied orbital energy	-3.6	eV
multiplicity	1
net charge	-1

CARTESIAN COORDINATES (ANGSTROEM)
C: -0.0110 0.6612 0.2183
O: 2.4457 1.1580 -0.7247
O: 1.6641 -1.1260 -0.0436
O: -2.1796 -1.0094 0.2749
S: -0.4279 -1.2121 0.1283
S: 1.8325 0.3555 0.3548
H: -0.3138 1.1614 -0.6949
H: -0.4768 1.0861 1.1020
H: -2.5333 -1.0747 -0.6151



2 | An isolated ion of composition CH3O3S2 and charge -1. Source: the Open Molecules 2025 dataset; level of theory: ωB97M-V/def2-TZVPD.

Summary:
gap between HOMO and LUMO	7.6	eV
M	127.17	g/mol
highest occupied orbital energy	-3.9	eV
multiplicity	1
net charge	-1
SMILES string	C=S(O)#S(=O)[O-]

CARTESIAN COORDINATES (ANGSTROEM)
C: -0.9424 1.3333 -0.2437
O: 1.8183 0.7773 0.8198
O: 2.5108 -0.6909 -0.9287
O: -0.8695 -1.6149 0.4719
S: -0.5692 -0.2263 -0.7233
S: 1.5956 -0.5215 0.2441
H: -1.9553 1.4815 -0.1796
H: -0.1535 1.6869 0.3728
H: -1.4348 -2.2253 0.1668



The structure with the most favorable energy is 1; the runner-up is 89.3 kJ/mol above it.



1 | C5H8NO as an isolated structure. Source: the Open Molecules 2025 dataset; level of theory: ωB97M-V/def2-TZVPD.

Summary:
gap between HOMO and LUMO (spin up / spin down)	8.3 / 7.1	eV
⟨S²⟩	2.0278
M	98.12	g/mol
highest occupied orbital energy (spin up / spin down)	-12.7 / -15.1	eV
multiplicity	3
net charge	+1

CARTESIAN COORDINATES (ANGSTROEM)
C: 0.0118 -0.5774 0.3051
C: -1.2146 0.0591 -0.3023
C: 1.2079 0.1028 0.0208
C: -2.3377 -0.3684 -1.1113
C: 2.3899 -0.1840 0.8498
N: -0.6982 1.1647 0.0160
O: -0.5657 2.2337 0.5665
H: -0.3184 -1.2709 1.1290
H: 1.1963 0.7883 -0.7826
H: -2.9649 -0.8828 -0.5226
H: -2.1080 -0.9885 -1.8726
H: -2.8467 0.3976 -1.4943
H: 3.3353 -0.0548 0.2220
H: 2.1306 -0.9950 1.5234
H: 2.7825 0.5757 1.4531



2 | An isolated ion of composition C5H8NO and charge +1. Source: the Open Molecules 2025 dataset; level of theory: ωB97M-V/def2-TZVPD.

Summary:
gap between HOMO and LUMO (spin up / spin down)	6.1 / 8.7	eV
⟨S²⟩	2.0094
M	98.12	g/mol
highest occupied orbital energy (spin up / spin down)	-13.0 / -15.8	eV
multiplicity	3
net charge	+1

CARTESIAN COORDINATES (ANGSTROEM)
C: -0.7073 0.6802 1.7040
C: -0.0241 0.7006 0.5332
C: -2.0634 0.1739 2.1269
C: 0.1113 -0.2571 -0.4714
C: 0.2264 0.1695 -1.8406
N: -2.9117 -0.2136 1.0307
O: -2.5321 -0.4237 -0.1318
H: -0.3940 1.4876 2.3851
H: 0.5378 1.5966 0.3018
H: -2.0318 -0.6045 2.8876
H: -2.6839 1.0487 2.3981
H: 0.0973 -1.2990 -0.2020
H: -0.6553 0.6558 -2.1173
H: 0.2898 -0.7671 -2.4019
H: 1.1139 0.7885 -1.9336



The structure with the most favorable energy is 2; the runner-up is 205.1 kJ/mol above it.